1.
ORCA calculation (ωB97M-V/def2-TZVPD) on the molecule C27H37N3O4S.

```
72
Properties=species:S:1:pos:R:3
C 0.484 -5.101 -0.768
C -0.167 -3.795 -0.324
O 0.435 -2.657 -0.909
C 1.694 -2.286 -0.525
C 2.327 -1.354 -1.350
C 3.580 -0.873 -1.043
C 4.233 -1.303 0.111
N 5.482 -0.772 0.434
S 5.742 0.887 0.257
O 6.704 1.212 1.267
O 6.047 1.184 -1.107
C 4.126 1.556 0.648
C 3.455 2.310 -0.293
C 2.147 2.690 -0.046
C 1.510 2.276 1.119
C 0.051 2.589 1.290
O -0.422 3.683 1.071
N -0.658 1.523 1.731
C -2.096 1.472 1.661
C -2.571 0.608 0.458
N -1.885 1.174 -0.714
C -2.484 2.387 -1.249
C -1.471 3.173 -2.076
C -0.950 2.318 -3.222
C -0.417 1.013 -2.650
C -1.484 0.311 -1.808
C -4.112 0.656 0.346
C -4.832 -0.002 1.522
C -4.381 -1.444 1.717
C -2.868 -1.503 1.886
C -2.181 -0.865 0.679
C 2.216 1.555 2.078
C 3.534 1.204 1.846
C 3.609 -2.237 0.927
C 2.356 -2.734 0.611
H 0.450 -5.179 -1.851
H -0.049 -5.943 -0.335
H 1.525 -5.142 -0.454
H -0.172 -3.715 0.770
H -1.202 -3.759 -0.674
H 1.811 -1.024 -2.236
H 4.077 -0.170 -1.691
H 5.892 -1.120 1.287
H 3.963 2.574 -1.207
H 1.601 3.286 -0.760
H -0.187 0.632 1.750
H -2.437 2.501 1.545
H -2.486 1.081 2.601
H -2.813 3.024 -0.429
H -3.356 2.155 -1.887
H -1.949 4.078 -2.456
H -0.651 3.472 -1.423
H -0.167 2.844 -3.772
H -1.765 2.105 -3.918
H -0.101 0.343 -3.453
H 0.445 1.219 -2.011
H -1.042 -0.608 -1.430
H -2.340 0.048 -2.458
H -4.396 0.139 -0.575
H -4.451 1.689 0.268
H -4.647 0.567 2.435
H -5.908 0.024 1.335
H -4.876 -1.876 2.590
H -4.669 -2.035 0.844
H -2.579 -1.005 2.812
H -2.546 -2.544 1.961
H -1.098 -0.961 0.772
H -2.489 -1.435 -0.198
H 1.739 1.278 3.006
H 4.103 0.652 2.578
H 4.110 -2.590 1.817
H 1.909 -3.461 1.272
```

Computed properties:
**Orbital gap**: 8.55 eV
**HOMO level**: -8.3 eV
**Energy above the lowest of the compared OMol25 structures with the same formula, charge and spin**: 0.5457 eV
**Spin multiplicity**: 1
**Total charge**: 0
**E_tot**: -1914.4843 a.u.
**LUMO level**: 0.231 eV

2.
ORCA calculation (ωB97M-V/def2-TZVPD) on a structure of composition C27H37N4O2SeSiV.

```
73
Properties=species:S:1:pos:R:3
V -0.019 -0.073 1.217
C 5.426 2.383 4.331
C 4.491 1.730 3.350
C 4.734 0.475 2.835
C 3.878 -0.090 1.871
C 4.158 -1.271 1.123
N 4.639 -2.407 1.542
C 4.702 -2.897 2.936
C 3.311 -3.152 3.524
C 2.524 -4.384 3.064
N 2.130 -4.318 1.643
C 0.989 -3.986 1.126
C -0.273 -3.800 1.786
C -0.845 -4.681 2.716
C -2.108 -4.450 3.223
C -2.779 -5.418 4.158
C -2.758 -3.269 2.842
C -2.190 -2.342 1.981
C -2.799 -1.030 1.804
N -2.123 0.020 1.537
C -2.838 1.303 1.466
C -2.219 2.243 0.438
C -0.979 2.976 0.922
N 0.131 2.057 1.251
C 1.215 2.585 1.686
C 2.435 1.859 2.017
C 3.343 2.407 2.908
C 2.695 0.576 1.479
O 1.863 -0.055 0.704
C -0.947 -2.631 1.396
O -0.329 -1.806 0.568
H 6.239 1.715 4.607
H 4.900 2.669 5.242
H 5.865 3.287 3.908
H 5.644 -0.041 3.119
H 3.939 -1.234 0.058
H 4.917 -3.062 0.823
H 5.215 -2.162 3.549
H 5.321 -3.793 2.924
H 2.692 -2.261 3.399
H 3.443 -3.269 4.602
H 1.616 -4.451 3.657
H 3.090 -5.306 3.200
H 2.873 -4.481 0.977
H 1.013 -3.800 0.056
H -0.318 -5.588 2.992
H -2.110 -6.230 4.435
H -3.663 -5.857 3.693
H -3.103 -4.919 5.072
H -3.730 -3.049 3.273
H -3.875 -0.952 1.973
H -2.795 1.764 2.459
H -3.888 1.120 1.234
H -2.961 2.997 0.174
H -2.002 1.693 -0.484
H -1.223 3.567 1.809
H -0.635 3.665 0.150
H 1.245 3.665 1.849
H 3.144 3.398 3.305
C -0.024 -0.003 6.754
Si -0.792 0.458 5.126
C -0.677 2.298 4.840
C -2.565 -0.124 5.081
Se 0.508 -0.629 3.571
H -0.554 0.495 7.569
H 1.024 0.296 6.800
H -0.078 -1.079 6.927
H -1.215 2.833 5.626
H -1.101 2.597 3.881
H 0.367 2.619 4.867
H -3.083 0.257 5.965
H -2.615 -1.214 5.111
H -3.121 0.228 4.210
```

Computed properties:
**Orbital gap (spin up / spin down)**: 6.55 / 6.80 eV
**HOMO level (spin up / spin down)**: -12.9 / -13.1 eV
**Energy above the lowest of the compared OMol25 structures with the same formula, charge and spin**: 0.3301 eV
**<S²>**: 2.022
**Spin multiplicity**: 3
**Total charge**: +2
**E_tot**: -5055.1230 a.u.
**LUMO level (spin up / spin down)**: -6.344 / -6.318 eV

3.
ORCA calculation (ωB97M-V/def2-TZVPD) on the ion C27H37N6O2 with charge +1.

```
72
Properties=species:S:1:pos:R:3
C 6.067 1.109 1.606
O 5.234 0.681 2.659
C 3.940 0.388 2.398
C 3.162 0.002 3.490
C 1.833 -0.321 3.334
C 1.235 -0.271 2.078
O -0.084 -0.572 1.843
C -0.892 -0.979 2.929
C 2.004 0.109 0.976
C 1.412 0.231 -0.422
C 0.335 -0.783 -0.647
N -0.915 -0.533 -0.989
N -1.529 -1.704 -1.127
N -0.728 -2.647 -0.899
N 0.463 -2.125 -0.601
C 1.596 -2.953 -0.286
C 1.604 -3.360 1.170
C 2.720 -3.132 1.960
C 2.723 -3.526 3.286
C 1.610 -4.142 3.830
C 0.492 -4.370 3.043
C 0.489 -3.984 1.714
N 1.026 1.605 -0.659
C 0.013 2.203 0.192
C -1.140 2.795 -0.631
N -1.432 1.888 -1.756
C -2.807 2.036 -2.326
C -3.825 1.474 -1.330
C -5.247 1.623 -1.870
C -5.391 0.891 -3.197
C -4.373 1.429 -4.193
C -2.950 1.284 -3.650
C -0.327 1.986 -2.733
C 1.027 2.141 -1.990
C 3.344 0.437 1.144
H 7.036 1.304 2.060
H 5.692 2.028 1.146
H 6.178 0.334 0.840
H 3.625 -0.037 4.462
H 1.263 -0.615 4.198
H -1.870 -1.187 2.499
H -0.982 -0.183 3.674
H -0.501 -1.886 3.396
H 2.215 0.009 -1.139
H 2.509 -2.409 -0.536
H 1.515 -3.846 -0.916
H 3.590 -2.649 1.540
H 3.597 -3.349 3.893
H 1.612 -4.449 4.865
H -0.377 -4.856 3.462
H -0.379 -4.166 1.097
H -0.376 1.444 0.870
H 0.465 3.001 0.796
H -2.016 2.903 0.005
H -0.884 3.780 -1.031
H -1.358 0.855 -1.365
H -2.987 3.105 -2.493
H -3.764 1.984 -0.368
H -3.612 0.415 -1.170
H -5.950 1.222 -1.140
H -5.477 2.682 -2.007
H -6.399 1.025 -3.589
H -5.228 -0.177 -3.045
H -4.449 0.888 -5.136
H -4.579 2.482 -4.394
H -2.260 1.672 -4.400
H -2.736 0.226 -3.487
H -0.322 1.081 -3.339
H -0.486 2.850 -3.383
H 1.814 1.668 -2.578
H 1.277 3.204 -1.910
H 3.909 0.737 0.275
```

Computed properties:
**Orbital gap**: 8.71 eV
**HOMO level**: -10.6 eV
**Energy above the lowest of the compared OMol25 structures with the same formula, charge and spin**: 0.0403 eV
**Spin multiplicity**: 1
**Total charge**: +1
**E_tot**: -1529.8215 a.u.
**LUMO level**: -1.929 eV

4.
ORCA calculation (ωB97M-V/def2-TZVPD) on a structure of composition C27H37N7O5PPd.

```
78
Properties=species:S:1:pos:R:3
Pd 0.045 -0.016 -0.045
C -4.294 0.104 -0.762
P -3.382 1.355 0.219
C -3.861 2.975 -0.465
C -4.002 1.296 1.940
O -1.905 1.181 0.163
H -5.262 -0.131 -0.330
H -3.672 -0.784 -0.807
H -4.440 0.478 -1.773
H -4.936 3.114 -0.425
H -3.514 3.012 -1.495
H -3.360 3.756 0.101
H -5.084 1.372 1.973
H -3.559 2.124 2.491
H -3.677 0.363 2.398
C 1.839 5.669 -0.179
N 1.429 4.329 0.152
C 1.221 3.865 1.506
C 0.814 2.409 1.260
O 0.503 1.564 2.078
N 0.875 2.182 -0.073
C 1.235 3.302 -0.693
N 1.331 3.378 -2.019
H 1.560 6.334 0.637
H 1.334 6.004 -1.086
H 2.922 5.734 -0.319
H 0.438 4.433 2.018
H 2.140 3.904 2.103
H 1.226 2.502 -2.512
H 1.794 4.149 -2.472
N 1.385 -0.142 -1.774
C 2.430 -0.382 -1.272
N 3.604 -0.482 -0.871
C 4.263 -1.328 -0.166
N 4.891 -2.027 0.503
C -0.034 -4.530 4.518
O 0.403 -5.035 3.277
C 0.745 -6.348 3.201
C 0.450 -7.284 4.190
C 0.740 -8.623 4.010
C 1.366 -9.049 2.851
C 1.678 -8.132 1.867
C 1.382 -6.779 2.020
N 1.589 -5.942 0.912
C 1.717 -4.620 0.792
C 2.115 -3.669 1.722
C 2.882 -3.963 2.879
C 3.293 -2.976 3.720
C 2.940 -1.635 3.464
C 2.202 -1.299 2.371
C 1.753 -2.287 1.451
O 1.002 -2.014 0.470
H -0.130 -3.454 4.384
H 0.703 -4.724 5.302
H -1.002 -4.950 4.803
H -0.037 -6.972 5.100
H 0.462 -9.335 4.773
H 1.601 -10.090 2.709
H 2.164 -8.459 0.959
H 1.538 -6.452 0.037
H 1.472 -4.238 -0.195
H 3.197 -4.985 3.032
H 3.906 -3.208 4.577
H 3.271 -0.866 4.147
H 1.910 -0.273 2.162
C -1.924 -3.700 1.107
C -2.205 -4.006 -0.361
C -1.545 -2.814 -1.048
O -1.748 -1.702 -0.174
C -2.047 -2.178 1.147
H -0.908 -3.992 1.364
H -2.627 -4.186 1.780
H -3.281 -4.008 -0.536
H -1.796 -4.958 -0.692
H -1.987 -2.563 -2.014
H -0.468 -2.966 -1.175
H -3.077 -1.871 1.377
H -1.367 -1.711 1.872
```

Computed properties:
**Orbital gap (spin up / spin down)**: 7.24 / 6.34 eV
**HOMO level (spin up / spin down)**: -10.0 / -9.9 eV
**Energy above the lowest of the compared OMol25 structures with the same formula, charge and spin**: 2.0204 eV
**<S²>**: 2.006
**Spin multiplicity**: 3
**Total charge**: +1
**E_tot**: -2279.5618 a.u.
**LUMO level (spin up / spin down)**: -2.745 / -3.610 eV

5.
ORCA calculation (ωB97M-V/def2-TZVPD) on the molecule C27H37N9O7S3.

```
83
Properties=species:S:1:pos:R:3
C -0.714 3.136 -1.827
C 0.650 2.587 -1.455
O 1.186 1.746 -2.465
C 0.594 0.567 -2.723
O -0.378 0.142 -2.154
O 1.131 -0.092 -3.718
C 2.271 0.416 -4.438
C 3.566 0.105 -3.694
C 4.764 0.564 -4.519
C 4.761 -0.107 -5.889
C 3.461 0.197 -6.627
C 2.259 -0.261 -5.806
O 0.594 1.861 -0.239
C 1.403 2.220 0.756
O 2.079 3.210 0.793
C 1.383 1.175 1.840
C 0.906 1.354 3.083
C 0.324 2.648 3.538
S -1.500 2.471 3.742
C -2.026 3.257 2.303
N -1.349 4.126 1.579
N -2.174 4.511 0.617
N -3.300 3.938 0.707
N -3.265 3.133 1.768
C -4.316 2.210 2.077
C -3.796 0.765 1.931
N -2.870 0.679 0.820
C -1.922 -0.406 0.959
C -3.542 0.640 -0.462
C 0.845 0.243 4.093
S 0.624 -1.423 3.355
C 2.090 -1.199 2.321
C 2.333 -2.041 1.040
N 1.349 -3.010 0.684
C 1.233 -4.165 1.376
O 1.942 -4.447 2.317
C 0.177 -5.116 0.822
C -1.019 -4.467 0.205
C -2.307 -4.801 0.455
S -3.390 -3.865 -0.526
C -1.970 -3.067 -1.222
N -2.096 -2.158 -2.202
N -0.851 -3.487 -0.737
C 2.191 -0.707 0.299
O 2.302 -0.343 -0.836
N 1.929 -0.041 1.467
H -0.656 3.589 -2.813
H -1.019 3.889 -1.105
H -1.445 2.332 -1.835
H 1.392 3.392 -1.354
H 2.160 1.501 -4.555
H 3.554 0.596 -2.722
H 3.616 -0.972 -3.523
H 5.685 0.323 -3.986
H 4.723 1.649 -4.644
H 5.611 0.245 -6.477
H 4.862 -1.186 -5.764
H 3.453 -0.305 -7.596
H 3.389 1.272 -6.806
H 2.296 -1.341 -5.656
H 1.329 -0.024 -6.323
H 0.701 2.919 4.525
H 0.481 3.461 2.832
H -4.674 2.380 3.096
H -5.121 2.422 1.372
H -4.660 0.088 1.827
H -3.260 0.491 2.842
H -1.202 -0.339 0.145
H -2.399 -1.396 0.938
H -1.395 -0.303 1.905
H -2.788 0.552 -1.241
H -4.095 1.566 -0.616
H -4.240 -0.209 -0.542
H -0.015 0.384 4.748
H 1.748 0.211 4.708
H 2.960 -1.125 2.980
H 3.335 -2.488 1.022
H 0.677 -2.832 -0.068
H 0.687 -5.711 0.057
H -0.130 -5.790 1.622
H -2.695 -5.532 1.134
H -3.018 -1.790 -2.369
H -1.330 -1.502 -2.327
```

Computed properties:
**Orbital gap**: 8.48 eV
**HOMO level**: -8.2 eV
**Energy above the lowest of the compared OMol25 structures with the same formula, charge and spin**: 0.0000 eV
**Spin multiplicity**: 1
**Total charge**: 0
**E_tot**: -3265.1532 a.u.
**LUMO level**: 0.325 eV

6.
ORCA calculation (ωB97M-V/def2-TZVPD) on a structure of composition C27H38ClGaN4O8.

```
79
Properties=species:S:1:pos:R:3
O 0.128 -0.310 -1.554
C -0.456 -0.272 -2.797
C -0.122 1.013 -3.558
C 0.258 2.170 -2.876
H 0.340 2.153 -1.787
C 0.520 3.341 -3.598
H 0.827 4.247 -3.069
C 0.390 3.345 -4.992
H 0.608 4.250 -5.561
C -0.020 2.188 -5.673
H -0.163 2.184 -6.758
C -0.240 1.015 -4.952
H -0.545 0.083 -5.439
H -0.028 -1.092 -3.397
C -2.331 -2.056 -2.718
C -1.963 -0.605 -2.737
H -3.230 -2.265 -3.320
H -2.535 -2.374 -1.684
H -1.510 -2.660 -3.128
C -2.855 0.399 -2.733
C -4.332 0.225 -2.661
H -2.508 1.419 -2.848
H -4.778 0.446 -3.642
H -4.781 0.913 -1.934
H -4.608 -0.799 -2.391
Ga -0.807 -0.771 0.119
Cl -2.861 -0.075 0.279
C -1.483 -0.922 2.960
O -0.869 -1.549 2.053
N -1.071 -0.943 4.226
C -0.190 -1.999 4.700
C -1.658 -0.020 5.179
H -2.374 -0.309 2.751
H 0.499 -2.301 3.911
H -0.777 -2.865 5.039
H 0.359 -1.600 5.555
H -1.606 1.000 4.782
H -1.102 -0.087 6.111
H -2.716 -0.263 5.348
H 4.570 1.075 -2.471
H 4.923 0.576 0.100
C 3.489 0.986 -2.300
C 3.830 0.696 0.131
N 3.237 0.215 -1.097
H 3.028 0.481 -3.155
C 2.547 -0.947 -1.138
O 2.265 -1.659 -0.167
H 3.416 0.152 0.981
H 2.257 -1.210 -2.173
H 3.064 1.992 -2.203
H 3.610 1.769 0.228
H -0.189 -6.121 0.583
H 1.865 -6.086 -0.978
C -0.707 -5.503 -0.157
C 1.280 -5.452 -1.657
N 0.270 -4.717 -0.901
H -1.422 -4.838 0.328
C 0.210 -3.392 -0.908
O -0.619 -2.749 -0.191
H 1.934 -4.732 -2.157
H 0.914 -2.885 -1.575
H -1.223 -6.184 -0.843
H 0.798 -6.098 -2.402
O 1.569 -0.081 2.385
C 0.845 0.807 1.914
O 0.177 0.759 0.788
C 0.678 2.097 2.682
C -0.412 2.964 2.461
C -0.606 4.079 3.273
C 0.309 4.334 4.321
C 1.452 3.528 4.494
C 1.609 2.405 3.697
N -0.042 5.249 5.364
O -1.131 5.862 5.285
O 0.744 5.382 6.331
H -1.109 2.748 1.653
H -1.462 4.734 3.138
H 2.165 3.770 5.278
H 2.460 1.743 3.852
```

Computed properties:
**Orbital gap**: 7.23 eV
**HOMO level**: -8.1 eV
**Spin multiplicity**: 1
**Total charge**: 0
**E_tot**: -4257.5938 a.u.
**LUMO level**: -0.829 eV